Record 1
128
Properties=species:S:1:pos:R:3:mulliken_charge:R:1 method="wB97M-V/def2-TZVPD" largest_force_ev_per_a=4.70 e_lumo_ev="-2.923 / -1.292" de_lowest_kj_mol=0.00 e_homo_ev="-7.1701 / -7.1701" total_energy_ev=-192622.587
Cs -2.26276 -1.49952 -1.36072 0.863
C 6.17264 1.69783 3.19771 -0.938
N 5.55549 1.54269 1.87267 0.253
C 6.06821 2.35437 0.76577 -1.128
C 4.69135 0.51230 1.56977 0.194
N 4.57185 -0.59428 2.31107 0.222
C 5.40831 -1.44433 2.84622 0.762
C 6.67683 -1.59469 2.24780 -0.425
C 7.45105 -2.74402 2.48029 -0.837
C 7.22994 -3.45147 3.67622 -0.769
C 5.98789 -3.31081 4.32446 0.676
C 5.62204 -4.23515 5.36587 -0.752
C 4.38634 -4.19455 5.90340 -1.085
C 3.45285 -3.18647 5.53087 -0.115
C 3.77668 -2.19247 4.58373 -0.137
N 2.86917 -1.28644 4.31897 0.437
C 1.84746 -0.72914 5.00946 -0.457
N 2.00022 -0.01864 6.20852 0.177
C 3.36616 0.31651 6.55712 -0.829
C 0.99067 -0.27346 7.29848 -1.040
N 0.60755 -0.79199 4.42971 0.487
C 0.40512 -1.68023 3.28233 -0.287
C -0.47961 0.19227 4.70944 -1.126
C 5.06060 -2.31570 3.97653 0.232
N 3.84080 0.55281 0.48870 0.429
C 3.27223 -0.64636 -0.07091 -1.090
C 3.39356 1.82699 -0.08225 -1.628
H 6.05636 2.78540 3.42503 0.472
H 7.24617 1.48799 3.23377 0.335
H 5.62757 1.10932 3.92042 0.128
H 6.86428 2.97330 1.19964 0.419
H 5.30719 3.04531 0.35751 0.333
H 6.44296 1.74854 -0.04588 0.352
H 6.99061 -0.84334 1.52726 0.345
H 8.29223 -3.00142 1.82163 0.396
H 7.91776 -4.20149 3.96794 0.426
H 6.35082 -5.01767 5.65827 0.351
H 4.05957 -4.99202 6.54716 0.414
H 2.45758 -3.21965 6.02807 0.340
H 3.98154 -0.58047 6.71639 0.265
H 3.39346 0.97441 7.44955 0.420
H 3.72740 0.90313 5.72104 0.186
H 0.88688 -1.36198 7.31059 0.326
H 0.07031 0.30248 7.16979 0.300
H 1.36326 0.04893 8.25871 0.412
H 0.37184 -2.68739 3.65610 0.305
H 1.28347 -1.53883 2.58922 0.048
H -0.54995 -1.50478 2.77861 -0.079
H -0.05134 1.13566 5.10318 0.416
H -1.14151 -0.21097 5.49161 0.268
H -0.99152 0.37700 3.74754 0.298
H 3.76217 -1.48886 0.43102 0.282
H 3.45156 -0.66577 -1.12925 0.433
H 2.22281 -0.88908 0.09457 0.243
H 3.92870 2.00331 -1.00503 0.330
H 3.59104 2.65523 0.60580 0.599
H 2.34088 1.77770 -0.32408 0.430
O 0.58279 2.45362 1.88551 -0.594
H 0.01833 1.85974 1.31320 0.426
H 1.44601 2.02393 1.91950 0.275
O -3.60576 1.14118 0.70075 -0.617
H -4.09765 0.38424 1.14294 0.316
H -4.17659 1.40781 -0.03652 0.375
O -1.01001 1.28307 -0.02232 -0.320
H -1.96059 1.20082 0.23672 0.162
H -1.20823 1.56984 -0.96984 0.384
O 0.17583 -4.46568 1.02079 -0.184
N -0.62001 -3.99404 0.27215 0.156
Br 1.23933 -5.10950 -8.11918 -0.187
C 0.63846 -4.27311 -6.49747 0.321
C 1.02220 -3.01503 -6.09422 -0.475
C 0.30907 -2.47072 -5.05638 -0.128
N -0.53346 -3.19118 -4.38414 -0.093
C -0.83848 -4.44896 -4.71072 -0.417
C -0.29919 -5.00259 -5.81242 -0.488
H 1.75438 -2.39371 -6.65161 0.363
H 0.48608 -1.45859 -4.67922 0.398
H -1.60120 -4.92155 -4.11211 0.396
H -0.56173 -6.03414 -6.12081 0.373
F -4.26988 -2.85706 0.12033 -0.603
Te -3.73877 -2.57862 2.05272 2.220
F -2.80843 -2.89619 3.76949 -0.473
F -5.20052 -3.62396 2.61712 -0.388
F -3.03364 -4.34867 1.57443 -0.416
F -1.84049 -2.05413 1.53620 -0.468
O -4.41035 -0.92869 2.26519 -0.915
C -3.52783 5.44177 -1.41933 -1.749
C -3.70766 5.05303 -2.84813 1.693
C -5.18248 4.96722 -3.20274 -1.545
C -2.81080 5.97109 -3.73734 -1.596
O -3.04225 3.75598 -2.87987 0.316
P -3.23962 2.17042 -2.97859 0.813
O -1.91518 1.59944 -2.63399 -1.323
O -4.53250 1.82076 -2.18573 -1.126
O -3.65690 1.80666 -4.46391 -0.188
C -2.74396 1.75042 -5.57595 1.527
C -3.63043 1.45350 -6.77000 -1.663
C -2.10289 3.15227 -5.86626 -1.516
C -1.69008 0.64029 -5.48942 -1.126
H -3.90668 6.45451 -1.32790 0.510
H -2.47158 5.48953 -1.13086 0.369
H -4.08591 4.82809 -0.66954 0.281
H -5.63026 5.93735 -3.31555 0.451
H -5.66581 4.41449 -2.42060 0.318
H -5.20495 4.35600 -4.08609 0.290
H -2.95875 7.00877 -3.57472 0.486
H -3.00008 5.72102 -4.77187 0.280
H -1.76662 5.71507 -3.53432 0.331
H -4.16285 2.31924 -7.06860 0.474
H -4.40385 0.72904 -6.48256 0.296
H -3.09976 1.09537 -7.70866 0.295
H -2.86342 3.83779 -6.26336 0.303
H -1.32480 2.99419 -6.65200 0.436
H -1.60313 3.60849 -5.02261 0.291
H -2.23899 -0.31141 -5.64381 0.278
H -1.20081 0.67765 -4.51707 0.080
H -0.95097 0.83189 -6.30337 0.405
S -4.60322 -1.28881 -4.58621 -0.426
C -5.57555 -1.22145 -3.26077 0.336
N -5.52669 -0.55264 -2.10144 0.293
C -6.49796 -0.88251 -1.04190 -0.096
C -7.59276 -1.66926 -1.78088 -0.617
S -6.86035 -2.39241 -3.22093 -0.166
H -4.93490 0.40787 -2.17908 -0.076
H -6.75931 0.11987 -0.56650 0.300
H -6.04419 -1.56752 -0.24243 -0.251
H -8.34352 -0.93703 -2.17667 0.287
H -8.01398 -2.49425 -1.20593 0.440

=====

Record 2
102
Properties=species:S:1:pos:R:3:mulliken_charge:R:1 method="wB97M-V/def2-TZVPD" largest_force_ev_per_a=2.44 e_lumo_ev=-2.751 total_charge=+1 e_homo_ev=-10.2491 total_energy_ev=-52161.437
C 2.71822 5.48850 1.62677 -1.060
C 2.57558 4.26604 0.66084 -0.377
C 2.98176 4.55064 -0.83958 -0.596
C 2.84485 6.05091 -1.30177 -0.635
C 2.24769 6.04928 -2.78156 -0.789
C 0.78690 6.66224 -2.84049 -0.622
C -0.31356 5.53053 -3.02787 -0.440
C -1.80941 6.11638 -3.02213 -0.530
C -2.73058 4.86663 -2.65442 -0.589
C -2.82303 4.84007 -1.08720 -0.696
C -3.54442 3.57895 -0.48973 -0.734
C -3.27561 2.25369 -1.28309 -0.453
C -3.50063 0.93963 -0.43034 -0.635
C -2.18321 0.06129 -0.49487 -0.707
C -2.46186 -1.47957 -0.28447 -0.605
C -1.48220 -2.38948 -1.14152 -0.831
C -0.45392 -3.19893 -0.24787 -0.432
C -0.90342 -4.70311 -0.15704 -0.375
C 0.26147 -5.70041 0.15226 -0.902
C 1.04481 -5.35796 1.46966 -0.696
C 0.32629 -5.90084 2.76962 0.297
C -0.64905 -4.82160 3.36752 -0.988
N -1.17198 -5.12279 4.71223 -0.322
C -0.09947 -5.42760 5.67290 -0.023
S 0.98178 -3.97026 6.06692 -0.231
C 0.78422 -6.59902 5.11739 -0.891
N 1.37653 -6.21066 3.80865 -0.060
H 2.65419 5.14911 2.69000 0.370
H 3.65301 6.07056 1.48868 0.271
H 1.83255 6.15735 1.48289 0.262
H 1.56897 3.78956 0.67844 0.177
H 3.28660 3.48395 1.03725 0.269
H 2.39970 3.83999 -1.47691 0.297
H 4.05389 4.25377 -0.95262 0.339
H 3.87302 6.47679 -1.33622 0.337
H 2.13673 6.65285 -0.70112 0.320
H 2.86250 6.68195 -3.47139 0.418
H 2.24483 5.03252 -3.23460 0.405
H 0.74946 7.43926 -3.64115 0.189
H 0.50306 7.18957 -1.89683 0.377
H -0.12998 4.96438 -3.96879 0.266
H -0.27895 4.85428 -2.13447 0.145
H -2.03192 6.45140 -4.05651 0.227
H -1.92270 6.90765 -2.25041 0.405
H -3.73545 5.09835 -3.07343 0.385
H -2.26205 3.95954 -3.08884 0.267
H -1.82295 4.97087 -0.60709 0.257
H -3.40659 5.75314 -0.80268 0.365
H -4.64007 3.72241 -0.33223 0.314
H -3.11842 3.42873 0.53771 0.358
H -3.99184 2.20874 -2.13613 0.239
H -2.23909 2.19313 -1.69468 0.180
H -4.28361 0.33275 -0.94638 0.391
H -3.75527 1.12825 0.63286 0.359
H -1.49073 0.47738 0.27657 0.133
H -1.67434 0.15178 -1.48474 0.412
H -2.43616 -1.74651 0.79828 0.336
H -3.49331 -1.68961 -0.66153 0.361
H -2.10786 -3.10016 -1.72390 0.377
H -0.91582 -1.77514 -1.88106 0.433
H 0.56421 -3.09692 -0.70087 0.368
H -0.44679 -2.69356 0.74873 0.197
H -1.34092 -4.99010 -1.13718 0.506
H -1.73133 -4.75005 0.59343 -0.021
H 0.99700 -5.68026 -0.68623 0.372
H -0.16209 -6.72899 0.21167 0.348
H 1.21048 -4.25520 1.55179 0.337
H 2.05095 -5.84058 1.40576 0.400
H -0.19314 -6.85780 2.51665 0.117
H -0.13355 -3.83963 3.31988 0.208
H -1.53192 -4.76758 2.68925 0.215
H -1.77241 -5.94534 4.62772 0.343
H -0.57364 -5.77646 6.61266 0.504
H 0.36083 -2.88667 5.49100 0.175
H 0.14219 -7.49372 4.97312 0.397
H 1.57206 -6.85156 5.86731 0.352
H 1.95770 -6.99483 3.48461 0.404
H 2.03275 -5.42489 3.93247 0.457
C 2.45079 -12.30637 6.07407 -0.429
C 3.27661 -11.19342 6.17578 -0.435
C 3.05200 -10.08585 5.36831 -0.281
C 1.99460 -10.08917 4.46544 -0.093
C 1.16620 -11.20025 4.36579 -0.613
C 1.39698 -12.31080 5.16744 -0.379
H 2.62827 -13.17096 6.70128 0.373
H 4.09600 -11.18986 6.88388 0.371
H 3.70089 -9.22032 5.44314 0.360
H 1.81574 -9.22222 3.83597 0.386
H 0.34148 -11.20134 3.66277 0.355
H 0.75557 -13.17929 5.08676 0.377
C -1.59432 8.59882 -6.98225 -0.470
C -0.58285 7.77321 -6.50568 -0.191
C 0.73505 8.20408 -6.54015 -0.411
C 1.04605 9.46236 -7.04127 -0.423
C 0.03482 10.28860 -7.51553 -0.388
C -1.28524 9.85547 -7.48997 -0.390
H -2.62423 8.26308 -6.95815 0.367
H -0.81739 6.79411 -6.10430 0.420
H 1.52363 7.55705 -6.17387 0.407
H 2.07577 9.79832 -7.06179 0.366
H 0.27558 11.27036 -7.90530 0.362
H -2.07350 10.49742 -7.86389 0.361

=====

Record 3
108
Properties=species:S:1:pos:R:3:mulliken_charge:R:1 method="wB97M-V/def2-TZVPD" largest_force_ev_per_a=2.64 e_lumo_ev=0.204 de_lowest_kj_mol=225.91 smiles=CCCC#N.CCCC#N.CCCC#N.CCCC#N.CCCC#N.CCCC#N.CCCC#N.CCCC#N.CCCC#N e_homo_ev=-11.1118 total_energy_ev=-51761.678
C 1.50660 -0.34684 -1.16063 -1.632
C 0.03293 -0.72625 -1.08136 0.497
C -0.87003 0.46070 -0.92485 0.663
C -0.48450 1.17217 0.29942 -0.457
N -0.21374 1.70794 1.28377 -0.103
H 1.82849 0.04971 -0.19049 0.143
H 1.79089 0.47682 -1.81538 0.270
H 2.14831 -1.22608 -1.22196 0.550
H -0.20165 -1.40305 -0.25813 -0.119
H -0.16539 -1.27022 -2.00632 0.258
H -1.95323 0.35348 -0.91979 -0.484
H -0.57167 1.16404 -1.70847 0.345
C 3.54853 2.88059 1.32972 -0.630
C 4.87727 3.62662 1.16780 -0.511
C 4.90552 4.86021 2.05980 -0.590
C 3.91297 5.89098 1.73883 0.272
N 3.13139 6.70142 1.44657 -0.443
H 2.65129 3.50130 1.32763 0.362
H 3.42217 2.26726 2.22405 0.153
H 3.37300 2.15735 0.53031 0.113
H 5.10346 3.98454 0.16203 0.301
H 5.76318 3.03741 1.40832 0.349
H 5.87949 5.35261 2.08548 0.360
H 4.71577 4.61961 3.10918 0.266
C 5.33753 0.55921 -4.01967 -1.160
C 3.94141 1.12538 -4.43078 0.143
C 3.22174 0.24407 -5.47333 -0.463
C 3.12574 -1.19881 -5.33629 0.209
N 3.01263 -2.32570 -5.27718 -0.452
H 5.78758 1.22798 -3.28867 0.356
H 6.02467 0.39331 -4.84956 0.350
H 5.13610 -0.44414 -3.64041 0.263
H 4.09334 2.15246 -4.75925 0.342
H 3.27172 1.16041 -3.57124 -0.187
H 3.54517 0.51395 -6.47948 0.359
H 2.14989 0.46794 -5.48123 0.291
C -6.68095 -2.00427 -0.95998 -1.086
C -5.81268 -2.91284 -1.72881 -0.093
C -5.25102 -2.33320 -3.07501 -0.708
C -4.34405 -1.19958 -2.85782 0.375
N -3.55565 -0.35264 -2.78479 -0.494
H -7.50952 -1.69412 -1.60333 0.396
H -6.20146 -1.08580 -0.62375 0.040
H -7.12062 -2.53388 -0.11479 0.395
H -6.22973 -3.87051 -2.04577 0.375
H -5.00670 -3.23904 -1.06532 0.055
H -6.13265 -2.09749 -3.67386 0.437
H -4.76932 -3.09851 -3.68366 0.337
C 2.49007 -3.50041 1.25041 -0.659
C 4.00382 -3.54662 1.49328 -0.545
C 4.85328 -3.58717 0.23094 -0.334
C 4.30658 -4.39333 -0.86423 0.230
N 3.88068 -5.04199 -1.71646 -0.490
H 2.10381 -4.21261 0.52401 0.142
H 2.20535 -2.44975 1.22419 -0.003
H 2.09735 -3.94512 2.16874 0.423
H 4.18809 -4.46438 2.05608 0.320
H 4.41391 -2.76259 2.12978 0.341
H 5.85119 -3.91272 0.52219 0.364
H 4.88338 -2.61380 -0.26710 0.206
C 1.21778 1.99567 5.95086 -1.468
C 1.12383 1.53255 4.50226 0.162
C 0.43481 0.19428 4.32751 -0.174
C -1.00526 0.28416 4.60551 0.179
N -2.13246 0.31929 4.77016 -0.496
H 0.25313 2.20369 6.41561 0.363
H 1.74452 2.95273 5.90667 0.381
H 1.82307 1.43098 6.66166 0.361
H 2.15668 1.40173 4.17572 0.126
H 0.64540 2.36254 3.98529 0.115
H 0.83940 -0.51330 5.05497 0.448
H 0.69439 -0.23859 3.36197 -0.043
C -2.28125 -4.05444 -1.63171 -0.774
C -0.73145 -4.12957 -1.55248 0.142
C -0.07636 -5.54938 -1.51729 -0.674
C -0.55804 -6.29141 -0.34643 0.249
N -0.91511 -6.82750 0.59117 -0.487
H -2.66163 -4.64945 -0.79951 0.374
H -2.73886 -4.37937 -2.56604 0.326
H -2.59156 -3.02139 -1.47322 -0.113
H -0.34925 -3.60683 -0.67747 -0.127
H -0.39894 -3.66154 -2.48043 0.389
H 1.01264 -5.51262 -1.54800 0.236
H -0.34669 -6.05285 -2.44699 0.448
C -4.80658 1.22506 0.44339 -1.329
C -3.94477 0.90363 1.65698 0.523
C -4.18420 -0.49312 2.23807 -0.816
C -3.22920 -1.48337 1.71177 0.195
N -2.45825 -2.22425 1.33958 -0.421
H -5.79565 0.78606 0.57836 0.556
H -4.45292 0.84128 -0.51435 0.147
H -4.84569 2.31418 0.43872 0.249
H -4.22603 1.60978 2.44041 0.394
H -2.88075 1.09409 1.51409 -0.322
H -5.18670 -0.85691 2.01034 0.409
H -4.06054 -0.44926 3.31992 0.436
C -1.93921 6.13666 0.90168 -1.230
C -2.17779 4.61238 1.05223 0.195
C -2.49717 3.98418 -0.32564 0.519
C -1.41104 4.02436 -1.32022 0.201
N -0.58263 4.00730 -2.10191 -0.561
H -2.16284 6.46112 -0.11629 0.289
H -0.88036 6.34255 1.05397 0.317
H -2.53549 6.78391 1.54329 0.359
H -3.00413 4.38454 1.72332 0.395
H -1.24042 4.17762 1.39457 -0.147
H -3.39879 4.40225 -0.77555 0.530
H -2.69934 2.91060 -0.28983 -0.838